Record 1
This record from the Open Molecules 2025 dataset describes C35H24Br2N7OS2V as an isolated structure in a non-equilibrium geometry. The level of theory is the ωB97M-V functional and the def2-TZVPD basis.

Output
energy above the lowest of the compared OMol25 structures with the same formula, charge and spin = 0.8981 eV
HOMO energy (spin up / spin down) = -9.83 / -10.10 eV
electronic energy = -236602.92038 eV
E_LUMO (spin up / spin down) = -3.726 / -3.890 eV
charge = +1
gap between HOMO and LUMO (spin up / spin down) = 6.11 / 6.21 eV
2S+1 = 2

Each line ends with the Mulliken charge.
Positions of all 72 atoms, in Å:
V -0.3673 0.2784 -0.1791  -1.90
C -2.8743 3.8852 -1.0318  -1.11
C -1.7725 3.0300 -0.9164  -0.16
N -1.8792 1.7762 -0.5267  0.68
C -3.1154 1.2909 -0.2444  -0.32
C -4.2824 2.0836 -0.3122  0.75
C -4.1231 3.4280 -0.7048  -0.72
C -5.5296 1.4759 -0.0576  -0.85
C -5.5908 0.1275 0.1646  -1.02
C -4.4337 -0.6668 0.2186  -1.04
C -3.1797 -0.0982 0.0761  0.63
N -1.9447 -0.7033 0.0962  1.28
C -1.7541 -2.0586 0.3454  -0.87
C -2.4647 -2.8419 1.2314  -0.01
C -2.1805 -4.2105 1.3729  -1.08
C -1.1647 -4.8068 0.6781  -0.90
C -0.3616 -4.0323 -0.1846  0.87
C 0.7499 -4.5361 -0.8977  -0.94
C 1.5118 -3.6902 -1.6561  -1.04
C 1.1577 -2.3318 -1.7310  -0.21
N 0.1104 -1.8460 -1.1136  0.64
C -0.6521 -2.6570 -0.3384  0.59
H -2.7229 4.8984 -1.3748  0.45
H -0.7816 3.3930 -1.1550  0.51
H -4.9845 4.0805 -0.7645  0.47
H -6.4265 2.0800 -0.0785  0.43
H -6.5536 -0.3477 0.2964  0.42
H -4.5340 -1.7317 0.3564  0.72
H -3.2104 -2.3929 1.8711  0.86
H -2.7793 -4.7970 2.0568  0.42
H -0.9583 -5.8627 0.7946  0.47
H 0.9873 -5.5900 -0.8255  0.48
H 2.3708 -4.0483 -2.2054  0.46
H 1.7488 -1.6274 -2.3061  0.36
C 2.1281 2.2245 3.9729  -0.69
S 2.6669 2.7799 2.3317  -0.03
C 1.3944 2.2215 1.2774  0.49
S -0.1844 1.8364 1.8253  -0.46
N 1.7581 2.1932 0.0138  -2.01
N 0.9253 1.5930 -0.8367  1.94
C 1.1333 1.6996 -2.1113  -0.75
C 0.2232 0.9755 -2.9578  1.08
C 0.3273 0.9278 -4.3487  -1.13
C -0.5747 0.1635 -5.0594  -0.44
C -1.5773 -0.5095 -4.3682  -1.00
C -1.6224 -0.4035 -2.9919  -0.14
N -0.7438 0.3120 -2.2944  0.92
H 2.5485 2.9085 4.7055  0.43
H 1.0451 2.2447 4.0265  0.30
H 2.5084 1.2195 4.1435  0.13
H 1.9669 2.2718 -2.5007  0.47
H 1.1134 1.4811 -4.8440  0.54
H -0.5078 0.0886 -6.1360  0.46
H -2.3154 -1.1019 -4.8881  0.49
H -2.4001 -0.9033 -2.4279  0.37
Br -0.2797 -1.3173 3.6193  -0.10
C 1.4507 -1.4448 2.8724  0.57
C 2.5014 -1.9546 3.6448  -0.42
C 3.7727 -1.9605 3.1495  0.00
Br 5.1629 -2.6611 4.2264  -0.20
C 4.0570 -1.4637 1.8547  0.67
C 5.3527 -1.3692 1.3025  -0.99
C 5.5100 -0.8620 0.0449  -1.04
C 4.3681 -0.4742 -0.6771  -0.34
N 3.1495 -0.5585 -0.2073  0.02
C 2.9792 -1.0114 1.0531  0.09
C 1.6418 -0.9894 1.5817  -1.28
O 0.6576 -0.4901 0.8444  1.93
H 2.2960 -2.3289 4.6372  0.53
H 6.2018 -1.6982 1.8845  0.39
H 6.4899 -0.7740 -0.4024  0.43
H 4.4614 -0.0864 -1.6868  0.45

Cartesian forces (eV/Å) of the 3 atoms listed first:
-2.777 1.044 -1.284
-0.175 0.066 0.031
0.071 -0.086 -0.026

Record 2
This record from the Open Molecules 2025 dataset describes C35H24MnN8O9S2 as an isolated structure in a non-equilibrium geometry. The level of theory is the ωB97M-V functional and the def2-TZVPD basis.

Output
energy above the lowest of the compared OMol25 structures with the same formula, charge and spin = 0.0000 eV
HOMO energy (spin up / spin down) = -1.80 / -1.75 eV
electronic energy = -120020.49854 eV
E_LUMO (spin up / spin down) = 4.109 / 4.109 eV
charge = -2
gap between HOMO and LUMO (spin up / spin down) = 5.91 / 5.86 eV
2S+1 = 2

Each line ends with the Mulliken charge.
Positions of all 79 atoms, in Å:
Mn 1.3863 -1.0205 -0.7020  0.69
N 3.4028 -4.1582 1.9437  -0.53
C 2.8435 -3.2770 1.0367  0.54
S 2.8340 -1.6276 1.4010  -0.49
N 2.3748 -3.8894 -0.0453  -1.93
N 1.8073 -3.0376 -0.9153  1.64
C 1.5027 -3.5162 -2.0664  -1.01
C 0.9162 -2.6267 -3.0491  0.91
C 0.5717 -3.0713 -4.3241  -1.06
C 0.0284 -2.1788 -5.2241  -0.37
C -0.1494 -0.8586 -4.8384  -0.95
C 0.2147 -0.4929 -3.5549  -0.34
N 0.7300 -1.3481 -2.6759  0.86
H 4.0312 -3.7387 2.6055  0.25
H 3.6874 -5.0381 1.5436  0.25
H 1.6738 -4.5617 -2.3014  0.32
H 0.7077 -4.1151 -4.5740  0.45
H -0.2684 -2.5112 -6.2113  0.38
H -0.5800 -0.1229 -5.5038  0.44
H 0.0847 0.5223 -3.2075  0.33
C 5.5629 -0.9389 -2.0639  -0.90
C 5.8269 0.4302 -2.1135  -0.71
C 4.8058 1.3134 -1.8163  -0.85
C 3.5368 0.8273 -1.4779  0.85
C 3.2420 -0.5458 -1.3798  0.73
C 4.3107 -1.4027 -1.7012  -0.22
C 2.3977 1.7253 -1.2448  0.39
C 2.5138 3.1458 -1.2563  -1.14
C 1.4078 3.9169 -1.1193  -1.23
C 0.1386 3.3053 -0.9944  0.98
C -1.0621 4.0434 -0.8897  -0.77
C -2.2623 3.3983 -0.7809  -1.08
C -2.3057 1.9884 -0.7802  -0.64
C -1.1551 1.2580 -0.8707  0.58
C 0.0974 1.8977 -0.9692  -0.70
N 1.2306 1.1293 -1.0649  0.69
H 6.3539 -1.6459 -2.2996  0.39
H 6.8126 0.7963 -2.3783  0.36
H 5.0065 2.3789 -1.8597  0.27
H 4.1644 -2.4773 -1.6406  0.27
H 3.4893 3.5977 -1.3597  0.35
H 1.4784 5.0000 -1.1136  0.38
H -1.0082 5.1271 -0.8948  0.38
H -3.1819 3.9637 -0.6914  0.39
H -3.2535 1.4730 -0.6794  0.53
H -1.1652 0.1813 -0.8489  0.48
O -6.8687 -1.9304 -1.2104  -0.70
N -6.2357 -1.5076 -0.2487  1.03
O -6.7829 -0.9627 0.6990  -0.68
C -4.7988 -1.6394 -0.2361  -0.68
C -4.0643 -1.1140 0.8471  -0.61
C -2.6881 -1.2215 0.8899  -0.54
C -1.9874 -1.9124 -0.2056  1.49
O -0.7236 -1.9337 -0.1843  -0.37
C -2.8131 -2.4421 -1.2327  -0.47
C -4.1971 -2.2946 -1.2805  -0.58
N -2.2294 -3.2351 -2.2956  1.20
O -1.3591 -4.0348 -2.0144  -0.59
O -2.6951 -3.1260 -3.4254  -0.69
N -1.9780 -0.6390 1.8962  -0.38
O 0.3103 0.1762 1.3219  -0.67
O -0.1835 -0.2888 3.7331  -0.58
H -4.5813 -0.5997 1.6426  0.54
H -4.7670 -2.7078 -2.0958  0.58
O -0.8745 5.1461 6.9805  -0.50
C -1.8388 4.3984 6.3609  0.66
O -2.9763 4.7877 6.4146  -0.60
C -1.3821 3.1766 5.6704  0.79
C -2.2598 2.5358 4.7922  -0.78
C -1.9065 1.3931 4.1042  -0.01
C -0.6293 0.8313 4.2867  0.44
S -0.4187 -0.8799 2.0350  0.41
C 0.2565 1.4739 5.1732  -0.90
C -0.1134 2.6139 5.8489  -0.74
H -0.0139 4.7689 6.7684  0.28
H -3.2448 2.9643 4.6560  0.42
H -2.5827 0.9134 3.4156  0.51
H 1.2370 1.0332 5.3024  0.43
H 0.6084 3.0385 6.5422  0.16

Cartesian forces (eV/Å) of the 3 atoms listed first:
0.939 -0.181 -0.418
-0.015 0.064 -0.062
0.069 -0.250 0.100

Record 3
This record from the Open Molecules 2025 dataset describes C35H25F5N5O2PdS2Si as an isolated structure in a non-equilibrium geometry. The level of theory is the ωB97M-V functional and the def2-TZVPD basis.

Output
energy above the lowest of the compared OMol25 structures with the same formula, charge and spin = 0.0611 eV
HOMO energy = -4.41 eV
electronic energy = -94864.18772 eV
E_LUMO = 2.312 eV
charge = -1
gap between HOMO and LUMO = 6.72 eV

Each line ends with the Mulliken charge.
Positions of all 76 atoms, in Å:
Pd -0.4263 0.4983 0.5267  -1.12
N 4.7630 -5.3104 -0.1924  -0.59
C 4.4045 -3.9721 -0.1276  1.17
C 3.6025 -3.4036 -1.1190  -0.95
C 3.3148 -2.0534 -1.0848  -0.28
C 3.8113 -1.2639 -0.0645  -0.88
C 4.6138 -1.8092 0.9175  -0.19
C 4.9164 -3.1577 0.8843  -0.79
S 3.3186 0.4573 -0.0094  1.38
O 3.0549 0.8604 -1.3669  -0.72
O 4.2877 1.2434 0.7122  -0.75
N 1.8750 0.3844 0.7578  -0.01
C 1.8211 0.1178 2.0468  0.23
N 2.8975 -0.1479 2.7947  -0.50
C 2.7200 -0.4045 4.0810  -0.27
C 1.4706 -0.4478 4.6869  -1.00
C 0.3925 -0.1825 3.8587  -0.13
N 0.5657 0.1005 2.5760  -0.04
H 4.1327 -5.9003 -0.7120  0.22
H 5.0724 -5.7133 0.6781  0.21
H 3.2213 -4.0336 -1.9107  0.33
H 2.7233 -1.5883 -1.8543  0.56
H 4.9827 -1.1583 1.6934  0.54
H 5.5541 -3.5992 1.6393  0.29
H 3.6255 -0.5911 4.6434  0.44
H 1.3444 -0.6806 5.7320  0.40
H -0.6320 -0.1931 4.2088  0.53
S 0.3575 4.7137 2.1877  -0.33
C -0.4732 3.1857 2.0702  -0.64
N -0.2867 2.5412 0.9330  1.05
C 0.5219 3.2182 0.0845  -0.36
C 0.8820 2.7983 -1.2035  0.02
C 1.6931 3.6161 -1.9552  -0.84
C 2.1505 4.8326 -1.4580  -0.64
C 1.8108 5.2611 -0.1813  -0.45
C 0.9908 4.4547 0.5751  0.95
H -1.0975 2.8351 2.8666  0.41
H 0.5505 1.8269 -1.5678  0.18
H 1.9941 3.3011 -2.9409  0.42
H 2.7790 5.4591 -2.0715  0.39
H 2.1787 6.1983 0.2061  0.41
C -4.2980 4.7066 -0.8851  -0.44
C -3.2368 4.0986 -1.5361  -0.84
C -2.7803 2.8662 -1.1107  0.03
C -3.3806 2.2013 -0.0429  0.42
C -4.4545 2.8218 0.5879  -0.63
C -4.9075 4.0629 0.1805  -0.55
Si -2.7394 0.4888 0.5122  0.83
C -3.3349 -0.7560 -0.8185  0.29
C -3.0161 -0.5772 -2.1650  -0.08
C -3.3991 -1.4969 -3.1219  -0.73
C -4.1091 -2.6278 -2.7536  -0.48
C -4.4243 -2.8305 -1.4195  -0.62
C -4.0380 -1.9055 -0.4685  -0.32
H -4.6435 5.6817 -1.1991  0.37
H -2.7644 4.5920 -2.3743  0.42
H -1.9358 2.4120 -1.6128  -0.03
H -4.9396 2.3223 1.4150  0.35
H -5.7359 4.5337 0.6958  0.38
H -3.5390 0.1508 1.7411  -0.46
H -2.4527 0.2947 -2.4654  0.18
H -3.1456 -1.3327 -4.1599  0.39
H -4.4154 -3.3458 -3.5007  0.37
H -4.9761 -3.7115 -1.1217  0.39
H -4.2756 -2.0770 0.5712  0.34
F -1.2821 -2.3441 2.0537  -0.45
C -0.8380 -2.5462 0.7881  0.83
C -0.4807 -1.4427 0.0383  -0.64
C -0.0672 -1.6964 -1.2655  2.09
F 0.2248 -0.6011 -2.0191  -0.54
C 0.0199 -2.9683 -1.8070  -0.15
F 0.4466 -3.1651 -3.0687  -0.46
C -0.3458 -4.0525 -1.0203  0.71
F -0.2831 -5.3027 -1.5252  -0.41
C -0.7872 -3.8442 0.2876  0.20
F -1.1444 -4.9009 1.0498  -0.39

Cartesian forces (eV/Å) of the 3 atoms listed first:
-1.539 -0.098 0.138
0.113 -0.321 -0.045
0.053 0.387 0.009

Record 4
This record from the Open Molecules 2025 dataset describes C35H26AuN3O2P as an isolated structure. The level of theory is the ωB97M-V functional and the def2-TZVPD basis.

Output
energy above the lowest of the compared OMol25 structures with the same formula, charge and spin = 0.9611 eV
HOMO energy = -9.87 eV
electronic energy = -58256.99812 eV
E_LUMO = -4.417 eV
charge = +1
gap between HOMO and LUMO = 5.45 eV

Each line ends with the Mulliken charge.
Positions of all 68 atoms, in Å:
Au -0.1544 0.1752 -0.8635  0.65
O -3.4238 -3.4176 0.4318  -0.68
C -4.5550 -2.7823 0.0728  0.38
C -5.7344 -3.5309 0.0426  -0.66
C -6.9243 -2.9390 -0.3228  -0.33
C -6.9733 -1.5883 -0.6681  -0.78
C -5.8156 -0.8445 -0.6398  -0.39
C -4.5901 -1.4160 -0.2719  0.21
C -3.3627 -0.6001 -0.2764  0.88
O -2.2630 -1.1154 0.0565  -0.62
N -3.4769 0.6811 -0.6482  -1.15
N -2.2975 1.2741 -0.8305  0.43
C -2.2674 2.5567 -0.7800  -1.05
C -1.0146 3.2322 -1.0439  1.20
C -0.9308 4.6221 -1.0895  -0.86
C 0.2662 5.2150 -1.4408  -0.37
C 1.3460 4.4053 -1.7708  -0.89
C 1.1895 3.0347 -1.6820  -0.35
N 0.0551 2.4596 -1.2838  -0.04
H -2.7181 -2.7315 0.4360  0.32
H -5.6829 -4.5765 0.3139  0.45
H -7.8287 -3.5333 -0.3394  0.38
H -7.9096 -1.1303 -0.9548  0.40
H -5.8284 0.2039 -0.9013  0.43
H -3.1697 3.1257 -0.5863  0.37
H -1.8100 5.2127 -0.8731  0.44
H 0.3517 6.2924 -1.4839  0.47
H 2.2906 4.8190 -2.0918  0.47
H 2.0050 2.3719 -1.9364  0.73
C 5.6276 1.8750 -1.4015  -0.54
C 5.2039 2.2966 -0.1513  -0.78
C 4.0119 1.8206 0.3777  -0.43
C 3.2459 0.9217 -0.3611  0.77
C 3.6843 0.4825 -1.6118  -0.37
C 4.8705 0.9649 -2.1316  -0.72
P 1.7799 0.1453 0.3224  0.88
C 1.2085 0.9766 1.8081  0.66
C 1.1135 2.3678 1.8853  0.03
C 0.5467 2.9508 3.0040  -0.96
C 0.0621 2.1570 4.0363  -0.63
C 0.1471 0.7759 3.9564  -0.87
C 0.7181 0.1807 2.8432  -0.58
C 2.1278 -1.5768 0.5935  0.31
C 3.1949 -2.0912 1.2874  -0.38
C 3.3593 -3.4852 1.3343  -0.97
C 2.5048 -4.3129 0.6522  -0.75
C 1.4275 -3.8051 -0.1080  1.17
C 0.5798 -4.6094 -0.9046  -1.01
C -0.3941 -4.0321 -1.6642  -0.61
C -0.6201 -2.6345 -1.6349  -0.56
C 0.1732 -1.8395 -0.8621  -0.23
C 1.2272 -2.4043 -0.1103  0.31
H 6.5571 2.2492 -1.8092  0.44
H 5.8032 2.9930 0.4193  0.46
H 3.6910 2.1451 1.3585  0.50
H 3.0928 -0.2309 -2.1760  0.44
H 5.2096 0.6296 -3.1021  0.45
H 1.4735 2.9961 1.0792  0.41
H 0.4790 4.0283 3.0698  0.46
H -0.3868 2.6182 4.9057  0.42
H -0.2360 0.1580 4.7566  0.46
H 0.7761 -0.8983 2.7775  0.41
H 3.9034 -1.4435 1.7891  0.53
H 4.1820 -3.9035 1.8975  0.46
H 2.6635 -5.3841 0.6723  0.45
H 0.7185 -5.6828 -0.9079  0.42
H -1.0404 -4.6426 -2.2804  0.46
H -1.4597 -2.2320 -2.1843  0.44

Cartesian forces (eV/Å) of the 3 atoms listed first:
0.132 0.754 -0.003
0.186 0.131 0.040
-0.181 0.152 -0.039

Which of these has the highest energy above the lowest of the compared OMol25 structures with the same formula, charge and spin?
C35H26AuN3O2P